107
Properties=species:S:1:pos:R:3:forces:R:3:mulliken_charge:R:1 method="wB97M-V/def2-TZVPD" orbital_gap_ha=0.235 total_charge=0 homo_ha=-0.2973 total_energy_ha=-8427.1968
C -3.992 -0.334 3.254 -0.45 0.21 -0.46 -1.524
C -3.782 0.316 1.880 0.36 -0.18 1.73 0.038
N -3.826 1.786 2.029 0.93 -0.58 -2.17 0.276
C -2.613 2.305 2.703 -0.32 -0.05 1.49 -0.481
C -2.953 3.119 3.961 -0.10 0.04 -0.56 -1.529
C -4.150 2.497 0.886 0.14 0.42 0.43 0.181
S -4.191 4.131 0.874 0.05 0.08 -0.04 -0.237
S -4.589 1.654 -0.631 -1.06 -0.14 -0.47 -0.272
C -3.033 1.120 -1.404 -0.36 -0.07 0.65 0.494
C -3.340 0.358 -2.696 0.55 0.47 -0.01 -0.979
C -2.011 0.111 -3.452 -0.32 0.19 0.00 -2.321
C -1.195 -1.036 -2.949 -0.45 0.10 -0.09 0.150
C -1.112 -2.267 -3.466 -0.41 0.21 0.34 1.125
P -2.078 -2.812 -4.909 0.87 -0.64 -1.16 0.180
S -1.099 -3.610 -6.386 -0.09 0.10 0.08 -0.360
C -0.175 -3.257 -2.854 -0.23 0.42 0.01 -0.153
O 0.241 -4.172 -3.511 0.10 -0.87 -0.19 -0.534
C 0.240 -3.077 -1.437 -0.04 0.29 0.45 -0.279
C 0.750 -4.147 -0.685 -0.39 -0.25 0.18 1.116
P 0.984 -5.805 -1.411 1.36 0.23 -1.21 0.264
S 2.676 -5.956 -2.381 -0.02 -0.09 0.27 -0.472
C 1.113 -3.931 0.658 -0.36 0.38 -0.12 -0.533
C 1.707 -4.966 1.576 0.61 0.38 0.08 -1.188
N 3.168 -4.776 1.588 -0.06 0.08 0.01 -0.605
C 0.949 -2.656 1.193 -0.05 -0.07 -0.49 -0.147
C 0.470 -1.569 0.459 0.05 -0.05 -0.09 0.409
C 0.365 -0.255 1.194 0.09 -0.56 0.35 -1.513
C 1.737 0.391 1.457 -0.39 0.76 0.06 1.012
C 1.517 1.531 2.449 0.03 0.01 0.32 -1.627
C 2.372 0.918 0.172 0.39 -0.31 0.32 -1.034
C 0.123 -1.790 -0.884 0.14 -0.48 0.52 0.151
C -0.370 -0.692 -1.743 0.15 -0.57 -0.24 0.580
O -0.119 0.464 -1.526 0.21 0.70 0.17 -0.658
H -5.018 -0.131 3.557 -0.04 0.01 0.24 0.406
H -3.881 -1.412 3.170 0.16 -0.11 0.07 0.348
H -3.321 0.059 4.012 0.11 -0.08 0.11 0.237
H -2.787 0.018 1.538 -0.10 -0.07 -0.47 -0.341
H -4.572 -0.047 1.244 0.08 0.18 -0.38 0.700
H -1.982 2.865 2.019 -0.15 0.13 -0.23 0.714
H -2.029 1.453 3.045 -0.03 -0.26 -0.24 0.209
H -2.274 2.899 4.776 0.24 0.22 -0.02 0.311
H -2.963 4.175 3.707 -0.01 0.15 0.23 0.404
H -3.949 2.842 4.294 -0.12 0.00 0.06 0.345
H -2.477 0.532 -0.682 0.13 -0.16 -0.03 -0.760
H -2.467 2.017 -1.632 0.18 0.05 -0.04 0.620
H -3.930 1.017 -3.332 -0.16 0.03 -0.04 0.594
H -3.911 -0.557 -2.546 0.06 0.07 0.10 0.273
H -1.397 0.997 -3.312 0.07 0.11 -0.10 0.438
H -2.215 0.053 -4.514 0.05 -0.26 -0.11 0.849
H -3.046 -3.684 -4.375 -0.08 0.27 0.29 0.090
H -2.804 -1.703 -5.358 -0.21 0.08 0.55 0.092
H -0.132 -6.103 -2.207 -0.25 0.02 0.43 0.100
H 0.979 -6.738 -0.373 -0.58 0.15 0.14 0.077
H 1.429 -5.982 1.323 -0.17 -0.08 -0.03 0.425
H 1.348 -4.753 2.582 -0.22 -0.16 0.09 0.332
H 3.654 -5.652 1.718 0.03 -0.03 0.00 0.262
H 3.485 -4.376 0.715 0.04 -0.15 -0.10 0.259
H 1.215 -2.500 2.230 -0.01 0.00 0.09 0.496
H -0.058 -0.488 2.176 -0.04 -0.08 0.07 0.610
H -0.326 0.438 0.733 0.08 0.19 -0.24 0.181
H 2.379 -0.339 1.951 0.10 -0.20 -0.15 0.362
H 2.455 1.964 2.783 0.14 0.11 -0.09 0.396
H 0.904 2.330 2.030 -0.01 0.04 -0.18 0.282
H 1.005 1.185 3.348 -0.06 -0.11 0.05 0.447
H 3.381 1.313 0.338 -0.44 -0.24 0.04 0.271
H 2.464 0.115 -0.559 -0.15 0.07 -0.25 0.173
H 1.745 1.720 -0.206 -0.05 0.00 -0.33 0.149
Cl 0.390 0.096 -5.630 0.11 0.08 -0.12 -0.153
C 1.808 -0.956 -5.378 -0.02 -0.13 0.01 0.020
C 2.942 -0.221 -4.715 0.06 -0.07 0.16 -0.232
Cl 3.665 1.020 -5.773 -0.01 0.04 -0.04 -0.230
H 2.092 -1.367 -6.343 -0.01 0.05 -0.03 0.459
H 1.485 -1.779 -4.739 -0.01 -0.01 -0.02 -0.245
H 3.734 -0.925 -4.463 -0.01 -0.03 -0.05 0.405
H 2.615 0.274 -3.803 -0.03 0.06 -0.03 0.011
Cl -3.730 -2.132 -0.502 0.04 -0.19 0.11 0.052
C -3.969 -3.901 -0.536 -0.07 -0.06 -0.11 -0.703
C -3.803 -4.524 0.825 -0.11 -0.09 0.03 -0.605
Cl -2.118 -4.450 1.391 0.06 0.06 0.02 -0.080
H -3.270 -4.318 -1.259 0.07 0.02 0.06 0.201
H -4.982 -4.076 -0.895 -0.02 0.03 0.03 0.442
H -4.082 -5.575 0.781 0.02 0.00 -0.04 0.367
H -4.427 -4.029 1.564 0.03 0.05 0.00 0.337
Cl 4.780 2.860 1.481 0.40 0.27 0.22 -0.195
C 4.130 4.214 0.521 -0.06 -0.03 -0.16 -0.170
C 4.434 5.549 1.148 0.02 0.08 -0.05 -0.491
Cl 3.540 5.788 2.672 0.01 -0.01 0.02 -0.190
H 3.059 4.060 0.413 0.00 -0.02 0.07 0.239
H 4.590 4.154 -0.464 0.05 0.02 0.02 0.190
H 4.130 6.345 0.471 -0.04 -0.02 -0.01 0.343
H 5.494 5.657 1.359 0.00 -0.04 0.06 0.325
Cl -2.449 1.433 7.040 0.04 -0.13 0.11 -0.155
C -3.464 2.013 8.387 -0.12 -0.05 0.03 -0.492
C -3.283 3.487 8.638 -0.07 0.06 0.02 -0.412
Cl -1.667 3.864 9.287 0.01 0.00 -0.02 -0.182
H -3.219 1.425 9.267 0.08 0.02 -0.01 0.380
H -4.499 1.812 8.113 0.00 0.04 -0.04 0.263
H -4.009 3.823 9.376 0.00 -0.04 0.02 0.326
H -3.421 4.064 7.727 0.06 -0.02 -0.02 0.276
Cl 6.043 4.043 -3.921 -0.02 0.03 0.04 -0.138
C 6.606 3.489 -5.519 -0.06 -0.11 -0.09 -0.354
C 8.101 3.601 -5.666 0.05 -0.06 -0.04 -0.431
Cl 8.649 5.297 -5.723 0.01 0.01 0.02 -0.188
H 6.086 4.071 -6.275 0.01 0.07 0.04 0.342
H 6.304 2.447 -5.615 0.03 -0.01 0.04 0.146
H 8.410 3.136 -6.600 -0.04 0.02 -0.02 0.301
H 8.618 3.110 -4.846 -0.01 0.05 0.04 0.335

113
Properties=species:S:1:pos:R:3:forces:R:3:mulliken_charge:R:1 method="wB97M-V/def2-TZVPD" orbital_gap_ha=0.199 relative_energy_kcal_mol=144.8 total_charge=-1 homo_ha=-0.1416 total_energy_ha=-3723.4645
C 5.023 2.160 0.191 0.10 -0.29 -0.44 -0.116
C 4.532 3.700 -0.102 0.34 0.29 0.65 -0.496
C 3.348 4.205 0.923 1.07 -0.71 0.66 -0.197
O 2.556 3.066 1.412 -0.21 1.98 -2.13 -0.528
Al 1.024 2.764 0.361 -0.80 -0.43 1.80 -0.184
C -0.112 1.275 1.286 -0.45 0.92 -0.19 0.396
O 0.878 0.257 1.727 -2.42 -1.57 -4.51 0.011
O 1.309 0.620 2.911 3.62 0.96 4.85 -0.468
C -0.187 4.443 0.333 1.12 1.37 0.83 -0.183
O -1.049 4.544 -0.855 -1.24 -1.45 0.71 -0.496
C -2.049 3.466 -0.916 -0.72 0.04 -0.65 0.542
C -3.259 3.575 0.186 -0.71 -1.06 -0.43 -0.742
C 1.389 2.094 -1.543 0.55 -1.70 -2.18 -0.079
C 1.896 0.523 -1.634 6.92 0.28 -2.38 0.150
O 3.169 0.199 -1.989 -8.21 1.82 2.49 -0.595
Cl 0.778 -0.961 -1.312 0.91 1.88 -0.32 -0.127
H 4.146 1.363 0.148 1.79 1.94 -0.06 -0.082
H 5.539 2.026 1.253 -1.10 0.64 -2.23 0.159
H 5.822 1.877 -0.646 -1.73 0.53 1.89 0.010
H 5.465 4.415 0.105 -1.90 -1.46 -0.71 0.319
H 4.179 3.857 -1.213 0.81 -0.56 2.10 0.181
H 3.907 4.686 1.861 -1.26 -0.87 -1.84 0.258
H 2.733 5.049 0.395 0.93 -1.48 0.96 0.015
H -0.674 1.677 2.245 0.87 -1.05 -1.73 0.296
H -0.871 0.772 0.551 2.14 0.77 2.06 -0.208
H 2.319 0.548 2.874 -1.95 0.48 -0.23 0.261
H 0.565 5.369 0.273 -1.83 -1.53 -0.01 0.057
H -0.776 4.610 1.358 0.92 -0.32 -2.10 0.155
H -1.615 2.381 -0.851 -0.33 2.28 0.02 -0.524
H -2.556 3.547 -1.993 1.24 0.01 2.19 0.271
H -3.313 2.528 0.755 0.18 2.58 -0.90 0.107
H -4.283 3.634 -0.424 2.08 0.11 1.41 0.189
H -3.187 4.485 0.918 0.02 -1.81 -1.48 0.342
H 2.242 2.777 -2.001 -1.47 -1.85 0.70 0.252
H 0.464 2.176 -2.275 1.63 -0.21 1.71 0.377
C -0.266 -2.877 2.340 0.15 0.08 0.28 -1.305
C -0.029 -4.364 2.169 0.43 1.77 0.19 0.630
C 0.291 -4.758 0.759 0.75 0.47 -0.39 -0.336
O -0.169 -6.096 0.703 -0.93 -0.70 0.51 -0.362
C -1.182 -6.192 1.612 -1.25 -1.21 0.36 0.529
O -1.959 -7.129 1.685 1.45 1.68 -0.13 -0.601
O -1.216 -5.096 2.430 -0.32 -1.64 -0.76 -0.148
H 0.572 -2.291 1.951 -0.04 -0.08 -0.02 0.359
H -1.186 -2.563 1.835 0.41 -0.12 -0.04 0.292
H -0.395 -2.635 3.401 0.11 0.01 -0.35 0.266
H 0.745 -4.708 2.867 -0.02 -0.11 -0.11 0.133
H 1.363 -4.708 0.547 -0.22 -0.15 -0.03 0.323
H -0.250 -4.173 0.008 0.02 0.11 0.19 0.236
C 8.406 -2.229 2.866 0.50 -0.08 0.23 -1.460
C 8.178 -0.792 2.443 -0.25 -1.10 0.70 0.575
C 7.102 -0.640 1.410 -0.94 -0.18 0.14 -0.558
O 7.496 0.537 0.728 1.45 0.18 -0.09 -0.141
C 8.854 0.611 0.844 1.04 1.36 -1.16 0.484
O 9.563 1.366 0.200 -1.44 -1.63 1.43 -0.540
O 9.318 -0.277 1.775 -0.03 0.85 -0.80 -0.350
H 7.476 -2.701 3.198 0.07 0.15 -0.05 0.373
H 8.835 -2.820 2.049 -0.22 0.17 0.00 0.358
H 9.127 -2.269 3.690 -0.18 -0.02 -0.08 0.354
H 7.982 -0.164 3.320 -0.05 0.00 -0.14 0.252
H 6.112 -0.516 1.857 0.13 0.15 -0.23 0.326
H 7.069 -1.464 0.689 0.08 -0.05 0.15 0.300
C -3.894 -6.247 6.088 0.52 -0.11 0.20 -1.401
C -4.122 -4.811 5.664 -0.07 -1.09 0.66 0.501
C -5.198 -4.658 4.631 -0.84 -0.16 0.03 -0.530
O -4.804 -3.481 3.949 0.73 0.20 -0.08 -0.306
C -3.446 -3.407 4.065 1.80 1.73 -1.50 0.567
O -2.737 -2.652 3.422 -2.28 -1.75 1.88 -0.497
O -2.982 -4.295 4.996 -0.28 0.80 -0.67 -0.295
H -4.824 -6.719 6.419 0.06 0.13 -0.03 0.371
H -3.465 -6.838 5.270 -0.21 0.18 -0.02 0.329
H -3.173 -6.287 6.912 -0.18 -0.01 -0.08 0.343
H -4.318 -4.182 6.541 -0.07 0.01 -0.11 0.247
H -6.188 -4.534 5.078 0.14 0.14 -0.16 0.315
H -5.231 -5.482 3.910 0.12 -0.07 0.16 0.318
C -6.535 -0.582 -2.101 -0.16 0.33 0.30 -1.399
C -5.196 0.125 -2.163 -1.27 -0.39 -0.31 0.588
C -4.132 -0.675 -2.851 0.04 -0.21 -0.82 -0.531
O -2.946 -0.193 -2.245 0.05 0.34 0.90 -0.272
C -3.297 0.224 -0.994 1.55 0.45 1.83 0.612
O -2.505 0.494 -0.107 -2.74 -1.03 -2.41 -0.823
O -4.657 0.297 -0.862 1.17 0.06 0.07 -0.301
H -6.866 -0.900 -3.094 0.26 0.08 0.25 0.305
H -6.490 -1.457 -1.442 0.12 0.07 -0.25 0.276
H -7.295 0.086 -1.681 0.09 -0.09 -0.10 0.362
H -5.311 1.116 -2.619 0.13 -0.06 -0.02 0.205
H -4.114 -0.500 -3.931 0.18 0.00 0.20 0.344
H -4.204 -1.752 -2.665 -0.18 0.08 0.04 0.332
C 9.907 2.937 -2.392 0.04 0.44 0.41 -1.472
C 8.737 3.335 -3.270 0.75 -0.92 0.95 0.693
C 8.847 2.825 -4.675 -0.06 -0.86 -0.19 -0.444
O 8.108 3.785 -5.408 -0.08 0.95 0.13 -0.328
C 8.199 4.954 -4.709 -0.64 2.25 -0.59 0.635
O 7.874 6.046 -5.144 0.70 -2.36 0.87 -0.575
O 8.705 4.741 -3.457 -0.51 0.52 -1.21 -0.337
H 10.064 1.854 -2.403 -0.13 0.17 0.06 0.362
H 10.829 3.436 -2.710 -0.16 -0.10 -0.22 0.374
H 9.725 3.249 -1.358 0.02 -0.26 -0.25 0.322
H 7.792 3.030 -2.805 0.06 0.00 -0.13 0.151
H 8.410 1.829 -4.790 -0.03 0.25 -0.10 0.337
H 9.873 2.811 -5.057 0.03 0.02 0.19 0.288
C -11.805 0.515 -2.219 0.14 -0.01 0.55 -1.493
C -10.624 0.266 -3.136 -1.01 0.73 0.59 0.608
C -11.020 -0.207 -4.502 -0.45 0.48 -0.61 -0.558
O -9.891 -0.961 -4.904 0.59 -0.47 0.57 -0.311
C -9.316 -1.432 -3.759 1.68 -1.86 0.20 0.654
O -8.456 -2.295 -3.722 -2.08 1.85 -0.22 -0.559
O -9.833 -0.809 -2.656 0.61 -0.68 -0.86 -0.320
H -12.528 1.198 -2.675 0.15 -0.06 -0.01 0.376
H -12.311 -0.422 -1.962 0.08 0.09 -0.24 0.362
H -11.463 0.954 -1.275 -0.09 0.00 -0.19 0.364
H -9.990 1.160 -3.190 -0.03 -0.09 -0.10 0.253
H -11.199 0.621 -5.193 0.15 -0.22 0.01 0.324
H -11.895 -0.867 -4.500 0.00 0.09 0.17 0.323